Record 1
{"formula": "C30H53IN4S", "method": "ωB97M-V/def2-TZVPD", "species": ["I", "N", "C", "C", "C", "C", "C", "C", "S", "C", "C", "C", "C", "C", "C", "H", "H", "H", "H", "H", "H", "H", "H", "C", "C", "N", "C", "C", "C", "C", "H", "H", "H", "H", "H", "H", "H", "H", "H", "H", "H", "H", "H", "H", "H", "C", "C", "N", "C", "C", "C", "C", "H", "H", "H", "H", "H", "H", "H", "H", "H", "H", "H", "H", "H", "H", "H", "C", "C", "N", "C", "C", "C", "C", "H", "H", "H", "H", "H", "H", "H", "H", "H", "H", "H", "H", "H", "H", "H"], "xyz": [[1.306, -3.855, 7.915], [3.185, -4.418, 7.118], [2.929, -4.586, 5.693], [2.343, -3.401, 4.986], [2.036, -3.450, 3.547], [2.315, -4.642, 2.706], [2.921, -5.786, 3.385], [3.208, -5.745, 4.846], [3.974, -7.233, 5.536], [3.899, -6.943, 7.321], [4.235, -8.112, 8.180], [4.217, -8.000, 9.645], [3.894, -6.668, 10.195], [3.560, -5.511, 9.343], [3.531, -5.629, 7.850], [2.110, -2.437, 5.491], [1.567, -2.582, 3.006], [2.105, -4.700, 1.614], [3.185, -6.710, 2.821], [4.472, -9.080, 7.682], [4.443, -8.902, 10.260], [3.888, -6.543, 11.311], [3.339, -4.566, 9.888], [2.170, -0.379, -0.852], [0.741, -0.061, -0.434], [0.577, 0.154, 0.996], [-0.819, 0.188, 1.417], [-1.691, 1.326, 0.887], [1.432, 1.173, 1.594], [1.340, 2.596, 1.041], [2.557, -1.244, -0.308], [2.200, -0.615, -1.918], [2.843, 0.466, -0.688], [0.123, -0.914, -0.731], [0.387, 0.802, -1.018], [-0.866, 0.187, 2.511], [-1.282, -0.759, 1.118], [-1.478, 2.269, 1.391], [-2.744, 1.099, 1.078], [-1.582, 1.471, -0.189], [2.472, 0.840, 1.505], [1.255, 1.201, 2.674], [1.314, 2.620, -0.051], [2.217, 3.168, 1.355], [0.466, 3.123, 1.421], [-7.412, 3.186, -0.397], [-5.930, 3.098, -0.740], [-5.645, 2.294, -1.919], [-4.228, 1.992, -2.081], [-3.278, 3.163, -2.336], [-6.344, 2.678, -3.139], [-6.140, 4.102, -3.661], [-7.848, 2.192, -0.276], [-7.542, 3.726, 0.543], [-7.977, 3.724, -1.161], [-5.429, 2.643, 0.121], [-5.529, 4.116, -0.834], [-4.106, 1.257, -2.884], [-3.890, 1.474, -1.177], [-3.356, 3.530, -3.359], [-2.245, 2.831, -2.198], [-3.444, 3.995, -1.651], [-7.416, 2.524, -2.981], [-6.090, 1.970, -3.936], [-6.188, 4.849, -2.867], [-6.928, 4.344, -4.379], [-5.191, 4.210, -4.184], [3.151, 2.727, -7.248], [1.785, 2.450, -6.635], [1.749, 1.268, -5.787], [0.398, 0.858, -5.425], [-0.426, 1.814, -4.562], [2.721, 1.227, -4.701], [2.690, 2.362, -3.674], [3.513, 1.863, -7.811], [3.082, 3.570, -7.938], [3.895, 2.987, -6.492], [1.085, 2.305, -7.463], [1.453, 3.348, -6.095], [0.438, -0.119, -4.932], [-0.157, 0.678, -6.353], [-0.101, 1.800, -3.521], [-1.474, 1.502, -4.568], [-0.392, 2.842, -4.926], [3.722, 1.193, -5.141], [2.631, 0.272, -4.174], [2.581, 3.344, -4.138], [3.629, 2.373, -3.113], [1.888, 2.229, -2.948]], "energy_ha": -2089.63168}

Record 2
{"formula": "C30H53N4O6PS2Si2TaTe", "method": "ωB97M-V/def2-TZVPD", "species": ["Ta", "C", "C", "N", "C", "C", "S", "C", "C", "S", "C", "N", "C", "H", "H", "H", "H", "H", "H", "H", "H", "O", "N", "N", "O", "C", "C", "C", "C", "C", "C", "H", "H", "H", "H", "H", "C", "Si", "C", "C", "C", "Te", "C", "Si", "C", "C", "C", "H", "H", "H", "H", "H", "H", "H", "H", "H", "H", "H", "H", "H", "H", "H", "H", "H", "H", "H", "H", "H", "H", "C", "C", "C", "C", "O", "P", "O", "O", "O", "C", "C", "C", "C", "H", "H", "H", "H", "H", "H", "H", "H", "H", "H", "H", "H", "H", "H", "H", "H", "H", "H"], "xyz": [[0.147, 0.124, 0.926], [-1.401, 2.285, 3.538], [-0.719, 1.022, 3.935], [-0.338, 0.044, 3.110], [0.177, -1.038, 3.816], [0.226, -0.861, 5.154], [-0.412, 0.670, 5.561], [0.493, -2.202, 3.013], [0.894, -3.435, 3.395], [0.985, -4.456, 2.032], [0.510, -3.188, 1.000], [0.275, -2.056, 1.653], [0.331, -3.443, -0.457], [-1.795, 2.214, 2.527], [-0.725, 3.139, 3.619], [-2.246, 2.473, 4.201], [0.578, -1.546, 5.909], [1.107, -3.797, 4.388], [0.978, -4.259, -0.779], [0.563, -2.569, -1.059], [-0.700, -3.748, -0.656], [-1.077, 1.544, 0.143], [-0.809, 2.836, 0.235], [0.186, 3.032, 0.958], [0.807, 1.972, 1.441], [0.682, 4.342, 1.271], [1.974, 4.454, 1.763], [2.446, 5.726, 2.040], [1.638, 6.836, 1.826], [0.345, 6.691, 1.335], [-0.155, 5.432, 1.050], [2.591, 3.579, 1.918], [3.449, 5.852, 2.423], [2.018, 7.824, 2.046], [-0.278, 7.560, 1.178], [-1.159, 5.304, 0.672], [-5.283, -2.191, 2.537], [-5.426, -0.744, 1.360], [-5.988, -1.286, -0.341], [-6.477, 0.634, 2.061], [-3.668, 0.035, 1.217], [-2.293, -1.197, 0.160], [-2.642, -0.371, -1.771], [-2.522, -1.589, -3.258], [-0.692, -1.719, -3.687], [-3.485, -0.774, -4.634], [-3.269, -3.247, -2.784], [-6.178, -2.813, 2.476], [-5.197, -1.853, 3.572], [-4.431, -2.842, 2.324], [-6.810, -1.999, -0.248], [-5.215, -1.787, -0.931], [-6.362, -0.444, -0.928], [-7.506, 0.297, 2.200], [-6.507, 1.502, 1.399], [-6.110, 0.957, 3.038], [-3.255, 0.191, 2.218], [-3.664, 0.990, 0.688], [-1.960, 0.470, -1.895], [-3.650, 0.041, -1.682], [-0.043, -1.523, -2.829], [-0.440, -0.984, -4.455], [-0.435, -2.701, -4.087], [-3.090, 0.212, -4.883], [-4.539, -0.661, -4.369], [-3.442, -1.382, -5.541], [-3.290, -3.457, -1.710], [-2.723, -4.066, -3.257], [-4.300, -3.310, -3.138], [4.652, 2.350, -2.077], [3.333, 1.619, -2.143], [3.275, 0.585, -3.243], [2.145, 2.557, -2.145], [3.262, 0.890, -0.789], [2.508, -0.365, -0.358], [2.183, -0.279, 1.157], [0.973, -0.275, -0.821], [3.076, -1.688, -0.837], [4.503, -2.347, -0.743], [4.642, -3.046, -2.070], [4.384, -3.291, 0.428], [5.510, -1.246, -0.524], [4.760, 2.960, -2.975], [5.491, 1.657, -2.040], [4.689, 3.009, -1.210], [3.283, 1.101, -4.204], [2.358, -0.007, -3.200], [4.143, -0.073, -3.218], [2.163, 3.150, -3.061], [2.200, 3.247, -1.301], [1.204, 2.004, -2.128], [3.857, -3.787, -2.212], [5.603, -3.564, -2.084], [4.629, -2.340, -2.898], [3.603, -4.029, 0.251], [4.186, -2.749, 1.354], [5.328, -3.825, 0.544], [5.552, -0.561, -1.369], [6.492, -1.712, -0.424], [5.317, -0.691, 0.396]], "e_above_lowest_ev": 0.376, "charge": 3, "energy_ha": -3886.54488}

Record 3
{"formula": "C30H54B3N12O4P", "method": "ωB97M-V/def2-TZVPD", "species": ["C", "C", "C", "B", "O", "B", "C", "C", "C", "C", "N", "O", "B", "P", "C", "O", "O", "H", "H", "H", "H", "H", "H", "H", "H", "H", "H", "H", "H", "H", "H", "H", "H", "H", "H", "H", "H", "H", "C", "C", "N", "H", "H", "H", "C", "C", "N", "H", "H", "H", "C", "C", "N", "H", "H", "H", "C", "C", "N", "H", "H", "H", "C", "C", "N", "H", "H", "H", "C", "C", "N", "H", "H", "H", "C", "C", "N", "H", "H", "H", "C", "C", "N", "H", "H", "H", "C", "C", "N", "H", "H", "H", "C", "C", "N", "H", "H", "H", "C", "C", "N", "H", "H", "H"], "xyz": [[-1.271, 5.267, 0.318], [-0.387, 5.865, -0.870], [-0.285, 4.946, -2.184], [-1.287, 3.685, -2.236], [-2.706, 3.698, -2.007], [-3.153, 2.528, -1.307], [-4.103, 2.501, -0.001], [-5.621, 1.988, -0.324], [-6.745, 3.025, 0.217], [-7.622, 3.567, -1.022], [-8.818, 4.306, -0.469], [-2.698, 1.229, -1.799], [-1.263, 1.345, -1.809], [-0.065, 0.228, -0.823], [-0.744, 0.154, 0.951], [1.407, 1.083, -0.712], [-0.692, 2.404, -2.599], [-1.202, 6.019, 1.192], [-0.867, 4.273, 0.727], [-2.393, 5.211, 0.068], [-0.684, 6.936, -1.166], [0.696, 5.958, -0.454], [-0.481, 5.623, -3.088], [0.788, 4.549, -2.306], [-4.166, 3.510, 0.539], [-3.716, 1.761, 0.795], [-5.833, 0.972, 0.170], [-5.789, 1.845, -1.440], [-6.252, 3.959, 0.681], [-7.398, 2.576, 1.040], [-6.930, 4.234, -1.636], [-7.983, 2.664, -1.617], [-8.524, 4.876, 0.348], [-9.087, 4.956, -1.234], [-0.687, -0.947, 1.271], [-1.814, 0.569, 1.043], [-0.080, 0.748, 1.662], [1.982, 0.890, -1.484], [0.934, -3.828, 2.968], [1.308, -2.728, 2.079], [1.602, -1.863, 1.380], [0.069, -3.572, 3.585], [0.676, -4.730, 2.408], [1.747, -4.091, 3.647], [-0.336, -1.283, 5.980], [-1.552, -0.556, 5.608], [-2.506, 0.014, 5.315], [-0.568, -2.220, 6.493], [0.267, -1.534, 5.105], [0.295, -0.695, 6.650], [-0.481, -1.577, -4.670], [0.538, -0.839, -3.919], [1.335, -0.259, -3.327], [-0.092, -1.974, -5.599], [-0.878, -2.412, -4.099], [-1.335, -0.927, -4.932], [5.300, -4.269, 3.887], [4.228, -3.491, 4.512], [3.387, -2.880, 5.004], [5.642, -3.808, 2.958], [6.167, -4.360, 4.544], [4.971, -5.282, 3.645], [3.895, 4.736, -1.025], [3.315, 6.079, -0.975], [2.857, 7.137, -0.936], [3.369, 4.046, -0.360], [3.848, 4.314, -2.031], [4.945, 4.740, -0.724], [-1.906, -1.017, -8.291], [-1.133, -2.147, -8.811], [-0.526, -3.034, -9.220], [-2.236, -0.352, -9.091], [-2.800, -1.352, -7.759], [-1.320, -0.417, -7.591], [-2.142, -6.802, -9.253], [-2.575, -6.303, -7.946], [-2.915, -5.912, -6.919], [-1.098, -7.123, -9.236], [-2.739, -7.658, -9.575], [-2.232, -6.036, -10.027], [7.920, 5.636, 1.169], [7.894, 4.749, 0.004], [7.872, 4.053, -0.911], [6.911, 5.875, 1.515], [8.452, 5.182, 2.007], [8.417, 6.582, 0.942], [3.098, -4.250, -5.168], [1.871, -3.505, -4.884], [0.903, -2.914, -4.660], [3.980, -3.608, -5.109], [3.243, -5.068, -4.459], [3.080, -4.687, -6.169], [3.736, -4.504, 8.838], [4.705, -5.072, 7.901], [5.466, -5.519, 7.163], [2.708, -4.735, 8.544], [3.878, -4.893, 9.849], [3.821, -3.416, 8.895], [-0.272, -3.462, 9.766], [0.109, -4.446, 8.751], [0.407, -5.220, 7.951], [-0.727, -3.940, 10.636], [0.592, -2.896, 10.121], [-0.994, -2.742, 9.376]], "energy_ha": -2549.43395}

Record 4
{"formula": "C30H54Cl2FNO5S", "method": "ωB97M-V/def2-TZVPD", "species": ["C", "C", "C", "C", "C", "N", "C", "O", "C", "S", "O", "O", "F", "O", "C", "C", "O", "C", "C", "C", "C", "C", "C", "C", "Cl", "C", "C", "Cl", "H", "H", "H", "H", "H", "H", "H", "H", "H", "H", "H", "H", "H", "H", "H", "H", "H", "H", "H", "H", "H", "H", "H", "H", "H", "H", "C", "C", "C", "C", "C", "C", "H", "H", "H", "H", "H", "H", "H", "H", "H", "H", "H", "H", "H", "H", "C", "C", "C", "C", "C", "C", "H", "H", "H", "H", "H", "H", "H", "H", "H", "H", "H", "H", "H", "H"], "xyz": [[-1.838, 2.043, 3.824], [-1.861, 3.430, 3.252], [-1.953, 3.528, 1.592], [-2.208, 5.047, 1.032], [-3.654, 5.640, 1.630], [-4.637, 4.555, 2.008], [-5.665, 4.284, 0.933], [-6.915, 3.668, 1.404], [-6.833, 2.186, 1.397], [-5.341, 4.786, 3.588], [-6.401, 5.942, 3.434], [-4.301, 5.237, 4.685], [-6.060, 3.335, 4.248], [-1.189, 6.039, 1.479], [0.171, 5.617, 1.122], [1.038, 4.955, 2.356], [2.497, 5.070, 2.216], [3.010, 3.833, 2.894], [2.986, 3.850, 4.535], [3.509, 2.453, 5.284], [3.985, 1.191, 4.330], [4.007, 1.219, 2.673], [3.492, 2.592, 1.937], [-2.419, 5.062, -0.628], [-1.917, 6.701, -1.396], [-1.785, 3.753, -1.380], [-1.439, 4.194, -2.956], [-3.027, 2.366, -1.515], [-2.702, 1.317, 3.509], [-0.964, 1.627, 4.522], [-1.774, 4.384, 3.948], [-0.942, 3.031, 1.206], [-2.818, 2.769, 1.290], [-4.150, 6.357, 0.814], [-3.368, 6.369, 2.529], [-5.927, 5.216, 0.275], [-5.168, 3.492, 0.191], [-7.427, 1.827, 2.369], [-7.318, 1.683, 0.459], [-5.716, 1.870, 1.574], [0.251, 4.907, 0.195], [0.756, 6.612, 0.817], [0.796, 3.786, 2.327], [0.627, 5.314, 3.417], [2.601, 4.769, 5.192], [3.491, 2.379, 6.459], [4.330, 0.172, 4.829], [4.321, 0.322, 1.989], [3.414, 2.759, 0.768], [-3.599, 4.999, -0.800], [-0.776, 3.358, -0.942], [-0.490, 4.879, -3.039], [-2.400, 4.661, -3.478], [-1.194, 3.211, -3.563], [1.973, -3.966, -1.699], [2.669, -2.762, -1.084], [2.920, -2.914, 0.418], [1.657, -3.048, 1.278], [0.662, -1.892, 1.156], [1.235, -0.559, 1.612], [0.982, -4.126, -1.266], [1.842, -3.816, -2.776], [2.565, -4.876, -1.553], [2.088, -1.856, -1.287], [3.636, -2.626, -1.584], [3.509, -2.059, 0.765], [3.548, -3.801, 0.587], [1.963, -3.146, 2.328], [1.143, -3.983, 1.030], [-0.217, -2.123, 1.772], [0.298, -1.805, 0.127], [1.556, -0.610, 2.656], [0.476, 0.225, 1.528], [2.090, -0.257, 1.001], [2.135, -8.136, -2.384], [3.041, -8.371, -3.582], [3.184, -7.139, -4.479], [1.883, -6.654, -5.131], [1.161, -7.693, -5.993], [1.982, -8.151, -7.189], [1.114, -7.894, -2.689], [2.089, -9.038, -1.764], [2.514, -7.318, -1.763], [2.675, -9.227, -4.160], [4.037, -8.650, -3.216], [3.924, -7.355, -5.257], [3.602, -6.313, -3.886], [2.112, -5.776, -5.748], [1.195, -6.302, -4.355], [0.227, -7.251, -6.360], [0.872, -8.560, -5.390], [2.236, -7.305, -7.834], [1.411, -8.871, -7.784], [2.909, -8.641, -6.880]], "smiles": "C=CC[C@@](CN(COC)S(=O)(=O)F)(OCCOc1ccccc1)[C@@H](Cl)[C@H](C)Cl.CCCCCC.CCCCCC", "energy_ha": -3024.16314}

Per-record HOMO energy, hartree: -0.277, -0.618, -0.262, -0.309
Per-record E_LUMO, Ha: -0.0311, -0.3594, 0.0068, -0.0407
Per-record frontier orbital gap, eV: 6.68, 7.03, 7.32, 7.30